DFT (ωB97M-V/def2-TZVPD) results for a 4-piece molecular cluster, C43H86N4O3P overall in a non-equilibrium geometry.

Calculated values
LUMO energy (alpha / beta)   0.6 / -0.1 eV
HOMO energy (alpha / beta)   -7.686 / -7.686 eV
Frontier orbital gap (alpha / beta)   8.315 / 7.619 eV
Total charge   0
Maximum force   4.554 eV/Å
2S+1   4
<S²>   3.763

Last column: Mulliken charge in e.
Cartesian coordinates (Å):
1 P 4.606 -2.263 2.965  0.06
2 C 4.342 -2.596 1.085  -1.22
3 C 3.051 -1.829 0.591  -0.31
4 C 3.367 -0.630 -0.418  0.54
5 C 4.573 0.292 0.054  -0.68
6 C 4.268 1.841 0.003  0.63
7 C 3.681 2.456 1.329  -0.77
8 C 2.406 1.736 1.916  -0.11
9 C 1.023 2.410 1.537  -0.65
10 C 0.666 2.353 -0.004  -0.52
11 C -0.406 1.265 -0.394  -0.49
12 C -1.790 1.389 0.365  -0.51
13 C -2.035 0.032 1.146  -0.54
14 N -3.445 -0.272 1.430  0.31
15 C -4.394 0.357 2.238  -0.46
16 C -5.609 -0.469 2.129  -0.33
17 C -5.351 -1.642 1.222  -0.67
18 C -3.953 -1.418 0.826  -0.17
19 H 3.515 -3.169 3.274  0.04
20 H 5.985 -2.670 2.868  0.03
21 H 4.243 -0.881 2.841  0.03
22 H 4.762 -2.033 4.400  0.06
23 H 4.242 -3.721 0.996  0.45
24 H 5.283 -2.312 0.535  0.46
25 H 2.520 -1.460 1.524  0.32
26 H 2.334 -2.539 0.067  0.10
27 H 2.445 0.030 -0.363  -0.70
28 H 3.436 -0.968 -1.483  0.26
29 H 5.407 0.110 -0.694  0.40
30 H 4.999 0.023 1.054  0.05
31 H 5.267 2.354 -0.168  -0.64
32 H 3.668 2.056 -0.925  0.26
33 H 4.494 2.353 2.113  0.42
34 H 3.517 3.571 1.232  0.31
35 H 2.485 1.823 3.044  0.33
36 H 2.337 0.640 1.701  -0.31
37 H 0.231 1.848 2.120  0.37
38 H 1.038 3.471 1.897  0.31
39 H 0.274 3.374 -0.297  0.38
40 H 1.599 2.125 -0.580  0.09
41 H -0.622 1.331 -1.503  0.38
42 H 0.067 0.251 -0.215  0.09
43 H -2.651 1.643 -0.317  0.34
44 H -1.746 2.223 1.125  0.33
45 H -1.669 -0.791 0.466  0.21
46 H -1.361 0.031 2.044  0.15
47 H -4.225 1.278 2.830  0.33
48 H -6.574 -0.284 2.660  0.35
49 H -6.037 -2.469 0.938  0.39
50 H -3.399 -2.098 0.132  0.24
51 C -11.591 -0.406 4.476  -1.72
52 C -10.564 -0.874 3.406  1.96
53 C -11.238 -1.302 2.077  -1.33
54 C -11.725 -2.746 1.976  -0.52
55 C -10.701 -3.724 2.546  -1.18
56 C -10.282 -3.330 3.967  1.74
57 N -9.725 -1.944 4.017  0.28
58 O -8.550 -1.956 3.396  -0.50
59 C -11.516 -3.496 4.885  -1.98
60 C -9.277 -4.354 4.526  -1.83
61 C -9.787 0.421 3.072  -1.97
62 H -11.676 -1.076 5.327  0.38
63 H -11.295 0.546 4.925  0.48
64 H -12.589 -0.279 4.050  0.29
65 H -10.522 -1.163 1.259  0.40
66 H -12.072 -0.632 1.851  0.34
67 H -12.690 -2.857 2.478  0.30
68 H -11.908 -2.992 0.926  0.41
69 H -11.128 -4.731 2.543  0.41
70 H -9.830 -3.765 1.881  0.32
71 H -11.270 -3.251 5.921  0.39
72 H -11.868 -4.530 4.868  0.42
73 H -12.371 -2.890 4.586  0.43
74 H -8.386 -4.453 3.904  0.36
75 H -9.732 -5.345 4.588  0.42
76 H -8.961 -4.075 5.535  0.44
77 H -9.195 0.763 3.926  0.50
78 H -10.488 1.218 2.812  0.44
79 H -9.116 0.300 2.219  0.35
80 C 10.323 6.168 -1.093  -1.64
81 C 9.066 7.061 -1.305  1.75
82 C 8.336 7.390 0.023  -1.37
83 C 7.306 6.377 0.520  -0.59
84 C 6.422 5.872 -0.616  -0.82
85 C 7.262 5.348 -1.788  1.79
86 N 8.195 6.391 -2.311  0.36
87 O 7.465 7.323 -2.915  -0.56
88 C 8.011 4.086 -1.301  -1.68
89 C 6.342 4.813 -2.901  -1.63
90 C 9.664 8.404 -1.785  -1.83
91 H 10.220 5.163 -1.493  0.35
92 H 11.191 6.569 -1.621  0.47
93 H 10.583 6.081 -0.036  0.29
94 H 7.799 8.338 -0.096  0.41
95 H 9.068 7.567 0.816  0.37
96 H 7.805 5.544 1.024  0.31
97 H 6.676 6.847 1.281  0.43
98 H 5.767 5.080 -0.237  0.03
99 H 5.757 6.679 -0.946  0.41
100 H 8.612 3.650 -2.104  0.41
101 H 7.302 3.322 -0.973  0.02
102 H 8.664 4.263 -0.448  0.42
103 H 5.644 5.566 -3.269  0.39
104 H 5.742 3.976 -2.535  0.26
105 H 6.931 4.449 -3.747  0.44
106 H 10.130 8.303 -2.770  0.47
107 H 10.434 8.739 -1.086  0.42
108 H 8.920 9.199 -1.840  0.37
109 C -0.446 -6.032 -4.455  -1.69
110 C -0.244 -4.810 -3.513  1.91
111 C -0.771 -3.487 -4.128  -1.30
112 C 0.183 -2.713 -5.034  -0.66
113 C 1.592 -2.658 -4.451  -0.92
114 C 2.105 -4.060 -4.097  1.90
115 N 1.198 -4.758 -3.137  0.21
116 O 1.299 -4.142 -1.964  -0.48
117 C 2.273 -4.846 -5.419  -2.14
118 C 3.540 -3.974 -3.545  -1.47
119 C -1.192 -5.116 -2.330  -1.88
120 H 0.481 -6.441 -4.849  0.38
121 H -0.897 -6.874 -3.925  0.47
122 H -1.089 -5.786 -5.303  0.30
123 H -1.040 -2.804 -3.314  0.35
124 H -1.700 -3.675 -4.672  0.37
125 H 0.194 -3.150 -6.036  0.30
126 H -0.190 -1.693 -5.162  0.44
127 H 2.261 -2.182 -5.174  0.46
128 H 1.593 -2.010 -3.567  0.05
129 H 2.662 -5.850 -5.232  0.38
130 H 2.981 -4.339 -6.078  0.41
131 H 1.353 -4.940 -5.994  0.45
132 H 3.616 -3.332 -2.666  0.06
133 H 4.218 -3.562 -4.297  0.41
134 H 3.912 -4.966 -3.277  0.45
135 H -0.855 -5.989 -1.764  0.49
136 H -2.197 -5.329 -2.704  0.43
137 H -1.284 -4.277 -1.638  0.30